#P
22
Properties=species:S:1:pos:R:3 method="wB97M-V/def2-TZVPD" orbital_gap_ha=0.214
C -1.7286 2.2253 -1.1040
C -0.6811 1.8071 -1.8721
C -2.0379 1.6698 0.1177
C 0.1572 0.8084 -1.3748
C -1.2274 0.6834 0.7205
C -0.1610 0.2254 -0.0875
C 1.8970 -1.2268 -0.3806
C 0.4319 -1.4776 1.6916
C 0.8422 -0.6190 0.5135
P 2.0475 1.1648 1.9570
S 2.4517 2.5832 0.6666
H -2.4581 3.0202 -1.5382
H -0.3255 2.3487 -2.8298
H -2.7288 2.2086 0.7426
H 1.0719 0.6117 -1.8265
H -1.4285 0.3163 1.6365
H 2.4997 -1.9599 0.3664
H 2.4772 -0.3953 -0.7833
H 1.3877 -1.8332 -1.2124
H -0.1970 -2.3598 1.3418
H -0.2185 -0.7971 2.2504
H 1.3778 -1.9248 2.1027


#Q
22
Properties=species:S:1:pos:R:3 method="wB97M-V/def2-TZVPD" orbital_gap_ha=0.269
C 1.6678 -1.9715 -0.4992
C 1.8028 -1.6701 -1.8010
C 0.8747 -1.1796 0.4484
C 1.0550 -0.6381 -2.4265
C 0.2246 -0.0805 0.1240
C 0.3537 0.2904 -1.7587
C -0.4705 0.5242 2.4381
C -2.0835 0.7306 0.6153
C -0.5802 0.8540 0.9687
P -0.5472 1.6900 -2.5690
S 0.2959 3.2551 -1.8002
H 2.1642 -2.8316 -0.0398
H 2.3433 -2.4977 -2.3206
H 0.8347 -1.5182 1.4721
H 1.0751 -0.5394 -3.4855
H -1.0497 -0.4349 2.6514
H -1.2215 1.2076 2.9198
H 0.6106 0.5370 2.7147
H -2.5160 1.5837 1.1576
H -2.2717 -0.2634 0.9890
H -2.3145 0.9767 -0.5051
H -0.2475 1.9756 0.7066


#R
22
Properties=species:S:1:pos:R:3 method="wB97M-V/def2-TZVPD" smiles="C[P@]1(=S)C=C[C@@H]2CC=CC=C21" orbital_gap_ha=0.308
C -1.8584 1.8438 0.0555
C -0.4373 1.7390 -0.1190
C -2.5324 0.7802 0.4586
C 0.2961 -1.7379 0.9220
C 1.3634 -1.7057 0.1569
C 0.2570 0.6771 0.2902
C -1.9643 -0.5538 0.9151
C -0.4569 -0.4559 1.2117
C 2.1328 0.1138 -1.9973
P 1.9006 -0.0578 -0.1367
S 3.4857 0.5875 0.8795
H -2.2277 2.8203 -0.3501
H 0.0713 2.4952 -0.8305
H -3.6495 0.7261 0.4382
H -0.1374 -2.7717 1.1349
H 2.1268 -2.4787 -0.0094
H -2.6379 -0.9860 1.8430
H -2.1223 -1.2375 -0.0370
H -0.2441 -0.2015 2.2821
H 1.2134 -0.1514 -2.4692
H 2.3880 1.1635 -2.2378
H 3.0332 -0.6085 -2.4007


Which of them is the most stable, and which is the least stable? #R and #Q, in that order.


#P
74
Properties=species:S:1:pos:R:3 method="wB97M-V/def2-TZVPD" orbital_gap_ha=0.311
C -4.8166 -2.9021 1.4606
H -5.1492 -2.1047 1.9550
H -5.3404 -3.6911 1.4323
H -3.8272 -3.1673 1.7495
C -4.7274 -2.6639 -0.2432
C -4.1834 -3.6999 -0.8662
H -4.8513 -4.6212 -0.7164
H -3.1683 -3.8438 -0.6469
H -4.0678 -3.2709 -2.0461
C -6.0795 -2.1481 -0.6690
H -6.8453 -2.7586 -0.6020
H -6.6516 -1.1932 -0.1824
H -5.9924 -1.9627 -1.8070
O -3.7989 -1.3036 -0.1992
C -4.0614 -0.2312 0.2494
O -5.0854 0.0106 1.1920
N -3.0120 0.5049 0.1976
C -1.9572 0.3139 -0.6275
H -0.9494 1.0161 -0.3955
H -1.7524 -0.6567 -0.5449
C -2.2274 0.7436 -2.2660
O -2.3003 2.2361 -2.2686
C -0.9776 2.8106 -2.8168
C 0.0639 2.8566 -1.6271
O 0.7577 1.7384 -1.7854
C 1.9446 1.2702 -2.3727
C 3.2136 1.5306 -1.7747
N 3.6278 1.1377 -0.6203
C 3.9238 -0.3434 -0.6595
O 4.1768 -0.8378 -1.7988
O 4.2566 -0.8043 0.3496
C 4.6964 -2.3042 0.3061
C 3.7348 -3.1788 -0.1835
H 2.7153 -3.2298 0.2600
H 3.5632 -3.0584 -1.2571
H 4.0747 -4.0458 -0.0563
C 6.1076 -2.3788 -0.4426
H 6.4705 -3.3729 0.1049
H 6.7676 -1.6384 0.1849
H 5.8553 -2.0313 -1.2324
C 4.9552 -2.6565 2.0854
H 5.0868 -3.5247 2.3060
H 3.8196 -2.5024 2.4550
H 5.5367 -2.0332 2.4024
C 3.2870 1.6000 0.6539
H 4.3181 1.0884 1.3845
H 3.5847 2.5149 0.7064
C 2.1497 1.0685 1.3615
H 1.9316 0.2186 1.3216
O 1.8163 1.8978 2.6471
C 0.6651 2.0518 3.0372
H 0.0933 1.1108 2.9506
C 0.0660 3.2006 2.2693
O -0.9341 2.6192 1.4551
C -2.1681 2.2628 1.9353
H -2.6700 3.2607 2.6058
C -3.2183 1.9609 0.5576
H -3.0526 2.7213 -0.1338
H -4.2054 2.2347 0.9614
H -2.0825 1.4404 2.7683
H -0.6113 3.6668 3.0166
H 0.6625 3.7756 1.9685
H 0.8118 2.2567 4.0773
H 1.0793 1.5567 0.7681
H 3.1773 2.6636 -1.4765
H 4.0123 1.4863 -2.4999
H 1.8903 0.0580 -2.3887
H 1.8019 1.7959 -3.2408
H 0.7226 3.4799 -2.0456
H -0.2738 3.1850 -0.4511
H -1.1762 3.8290 -3.0980
H -0.5194 2.1027 -3.6325
H -1.5141 0.2422 -2.8397
H -3.1696 0.6409 -2.6220


#Q
74
Properties=species:S:1:pos:R:3 method="wB97M-V/def2-TZVPD" orbital_gap_ha=0.305
C 1.1728 -6.0052 3.4296
C 1.0152 -4.4552 2.9115
C -0.2113 -4.3544 1.9203
C -0.3698 -2.9512 1.5997
H -1.1299 -2.8179 1.0964
H -0.4564 -2.3532 2.5615
O 0.6173 -2.6127 1.0229
C 0.7380 -2.6684 -0.5567
O -0.2292 -3.1859 -1.1130
N 1.7301 -2.1363 -1.1102
C 2.8006 -1.7845 -0.5275
H 3.1877 -2.4374 0.3610
H 3.8239 -1.4531 -0.9226
C 2.4854 -0.2852 0.1664
O 3.4972 0.0014 1.3419
C 2.7898 -0.6161 2.6695
C 1.8378 0.4880 3.3997
O 0.5424 0.1992 2.7657
C -0.3415 1.2220 2.9892
H -0.0095 2.0932 3.1811
C -1.4384 1.1785 2.1753
N -1.2374 1.3599 0.8443
C -0.7675 2.7375 0.5303
O -0.7898 3.5470 1.4967
O -0.1417 2.9796 -0.8963
C 0.1023 4.3719 -1.0571
C -0.9979 5.3450 -1.1851
C -1.8002 4.7681 -2.7502
C -3.0398 5.6413 -2.7927
H -2.6953 6.7672 -3.0176
H -3.4749 5.3527 -3.8902
H -3.5347 5.7458 -2.0555
H -2.1882 3.7866 -2.4723
H -1.0622 4.8294 -3.3258
H -1.6828 5.2966 -0.4138
H -0.6969 6.1868 -1.6841
H 0.9321 4.2297 -1.9298
H 0.4443 4.6335 -0.0957
C -1.2831 0.5437 -0.2613
H -1.2664 -0.6045 0.1358
H -0.6278 0.7888 -0.8776
C -2.8115 0.5601 -0.8772
H -2.6820 1.7370 -1.2027
O -2.8460 -0.1053 -1.8463
C -2.0035 -0.0264 -3.2001
C -0.9078 -0.6860 -3.2819
O 0.2308 -0.0777 -2.7159
C 1.4416 -0.5999 -3.0788
C 1.8284 -2.1626 -2.6975
H 2.7207 -2.6702 -2.9179
H 1.0160 -2.8518 -2.9882
H 2.2957 -0.0590 -2.8833
H 1.5797 -0.6961 -4.4202
H -1.1771 -1.6909 -2.6221
H -0.8569 -1.0155 -4.2811
H -2.9987 -0.2040 -4.0347
H -1.6793 1.1397 -3.2027
H -3.4624 0.4995 -0.1869
H -2.2971 1.9162 2.4594
H -2.3331 0.2807 2.1839
H -0.6215 1.0079 4.1668
H 2.1081 1.4610 3.1463
H 1.8733 0.2254 4.2904
H 2.3590 -1.6557 2.5481
H 3.7263 -0.5882 3.3258
H 2.7320 0.6036 -0.4093
H 1.4506 -0.1520 0.6272
H -0.2150 -5.1324 1.0979
H -1.0677 -4.8738 2.7544
H 0.5423 -4.0197 3.8728
H 1.7953 -4.2910 2.3106
H 2.0413 -6.0622 4.0752
H 0.4608 -6.4294 4.0212
H 1.5133 -6.7536 2.3029


Which of them is the most stable, and which is the least stable? #Q and #P, in that order.


#P
27
Properties=species:S:1:pos:R:3 method="wB97M-V/def2-TZVPD" orbital_gap_ha=0.360
C -2.5400 -1.6534 -0.5506
C -1.9213 -0.3265 -0.2721
C -2.6732 0.9112 -0.4606
C -1.9653 2.1412 -0.3401
C -0.6900 2.2395 0.2288
C -0.0410 1.0485 0.5010
C 1.4250 1.1531 1.0419
C 3.2078 0.4345 -0.8502
C 4.0598 -0.6789 -0.8642
C 3.4665 -1.5635 0.1170
C -0.7109 -0.0792 0.2496
H -4.3422 -2.3513 0.5616
H -2.4955 -2.0433 1.5479
H -3.3596 -1.4822 -1.3587
H -1.7004 -2.0355 -1.2066
H -3.6342 1.0485 -0.9677
H -2.5895 3.0681 -0.3162
H -0.2517 3.2307 0.5549
H 1.8177 2.1482 0.8013
H 1.6354 1.0404 2.0920
H 3.0818 1.4616 -1.2250
H 4.8871 -0.9139 -1.5497
H 3.8070 -2.4565 0.3054
H -0.1942 -1.1271 0.3482
N -3.1117 -2.5380 0.5387
N 2.3241 0.2996 0.2306
N 2.5085 -0.9758 0.8432


#Q
27
Properties=species:S:1:pos:R:3 method="wB97M-V/def2-TZVPD" smiles="CCCC(=C=N)C#N.c1ccncc1" orbital_gap_ha=0.339
C -0.6012 2.3291 -1.6017
C 0.6583 2.4589 0.4040
C -4.0344 -0.5243 0.6288
C -3.3886 -1.1777 -0.3753
C -3.3491 0.4455 1.3371
C -2.0535 -0.8971 -0.5778
C -2.0302 0.7207 0.9984
C 2.9081 -0.9824 -0.0998
C 2.0103 0.2561 0.0656
C 1.4770 0.8513 -1.1620
C 0.3593 1.8207 -0.7157
N -1.3599 2.5530 -2.4459
N 0.9430 3.1487 1.3540
N -1.3950 0.0344 0.0653
H -5.1650 -0.5686 0.8369
H -3.9612 -1.9959 -0.8236
H -3.8107 0.9446 2.1680
H -1.4108 -1.4948 -1.2300
H 0.7061 3.0020 2.2733
H -1.5229 1.5734 1.6161
H 4.0158 -0.8186 0.0046
H 2.6491 -1.6552 -0.9777
H 2.6087 -1.6231 0.7568
H 1.1731 0.0844 0.6358
H 2.7236 0.9152 0.7430
H 2.3381 1.3808 -1.6957
H 1.1560 0.0587 -1.7581


#R
27
Properties=species:S:1:pos:R:3 method="wB97M-V/def2-TZVPD" smiles="C=C1N=CCN1c1ccccc1NC" orbital_gap_ha=0.307
C -1.8737 -2.3187 -0.3556
C -2.8573 -1.3457 -0.2629
C -0.5643 -2.0116 -0.1627
C -2.5039 -0.0863 0.0142
C -0.1221 -0.7227 0.0271
C -1.0873 0.2501 0.1362
C 3.4123 -0.6521 0.6243
C 2.1494 -1.2880 0.9952
C 1.9627 0.4148 -0.5610
C 1.5240 1.1079 -1.6370
C -1.4738 2.7531 0.4127
N 3.3397 0.2942 -0.1865
N 1.2372 -0.4540 0.2059
N -0.8329 1.4923 0.6149
H -1.9363 -3.3794 -0.5896
H -3.8519 -1.5728 -0.5778
H 0.2349 -2.7397 -0.1370
H -3.2322 0.5859 0.2902
H 4.4879 -0.8919 0.9965
H 2.2512 -2.3008 0.6470
H 1.9309 -1.1901 1.9814
H 0.4540 1.3228 -1.7096
H 2.1547 1.7758 -2.1751
H 0.1939 1.5370 0.4632
H -1.5877 3.3027 1.4217
H -0.9531 3.3679 -0.3626
H -2.4560 2.7493 -0.1132


Which of them is the most stable, and which is the least stable? #R and #P, in that order.


#P
16
Properties=species:S:1:pos:R:3 method="wB97M-V/def2-TZVPD" orbital_gap_ha=0.317
C 2.5226 -0.4132 -0.1131
C 1.2328 0.1376 0.3749
C -0.1696 -1.5815 -0.1077
C -1.3420 1.0935 0.0722
H 3.2900 0.2264 -0.6463
H 3.1236 -1.0402 0.7106
H 2.3270 -1.0882 -0.9860
H 1.4928 0.5245 1.2653
H 0.2289 -2.5833 -0.1501
H -3.3562 -0.1978 0.3838
H -2.1877 1.7353 0.5252
N -1.4310 -1.3388 -0.5235
N -2.0707 -0.1155 -0.0710
N -0.2212 1.8142 0.0007
O 0.0437 -0.5765 0.8069
O 0.9161 1.1371 -0.5948


#Q
16
Properties=species:S:1:pos:R:3 method="wB97M-V/def2-TZVPD" smiles="NN1CC=N[C@@H]1C(=O)O" orbital_gap_ha=0.337
C -0.3331 1.5920 -0.5838
C 2.0227 -0.3449 -0.0515
C -1.2246 0.3992 -0.6674
C 0.7296 0.1196 0.6604
N 0.6758 1.4742 0.1964
N -0.4752 -0.5603 0.1349
N -1.2564 -1.3791 0.9405
O 3.0657 -0.0675 0.4380
O 1.7934 -0.8250 -1.2901
H -0.3832 2.5792 -1.0019
H -2.0882 0.7654 -0.2561
H -1.3729 0.2114 -1.7003
H 0.6682 -0.0976 1.7206
H -0.6169 -2.0033 1.4475
H 0.8671 -0.8591 -1.3439
H -2.0719 -1.0041 1.3567


#R
16
Properties=species:S:1:pos:R:3 method="wB97M-V/def2-TZVPD" orbital_gap_ha=0.360
C 0.1976 1.1015 -1.7033
C -0.7882 1.1232 -0.5428
C 0.3528 -0.7569 1.3253
C 0.7468 0.8704 -0.2730
H -0.5439 -0.5295 -2.2484
H 0.6156 2.0477 -2.1886
H -1.3297 1.9639 -0.2350
H -2.5107 0.2825 0.2232
H -1.3876 -1.2626 1.6461
H 0.3714 -1.6538 2.9007
H 1.2452 1.6869 0.5828
N -1.4997 -0.0162 0.0851
N -0.9711 -0.3228 1.5133
N 0.9894 -1.4707 2.1162
O 0.3272 -0.0848 -2.5045
O 1.0299 -0.4022 0.0644


Which of them is the most stable, and which is the least stable? #Q and #P, in that order.


#P
14
Properties=species:S:1:pos:R:3 method="wB97M-V/def2-TZVPD" charge=+1 orbital_gap_ha="0.318 / 0.223"
C -0.4710 0.3429 -0.8243
C -1.6631 0.8297 -0.1270
C 0.2769 0.0897 1.4392
C 1.6369 -0.8719 -0.3313
N 0.5013 -0.0475 -0.0545
S -1.2655 0.9637 1.7012
H -1.4280 0.3635 -3.7003
H -2.3730 0.0004 -0.1148
H -2.1728 1.6833 -0.5470
H 0.2041 -0.7957 2.0803
H 1.1025 0.5412 1.8232
H 1.6816 -0.8756 -1.4242
H 2.4246 -0.3543 0.2170
H 1.5456 -1.8693 -0.1374


#Q
14
Properties=species:S:1:pos:R:3 method="wB97M-V/def2-TZVPD" charge=+1 orbital_gap_ha=0.256
C -0.4478 -0.3463 0.1858
C -1.6352 -0.5494 0.7918
C 0.4339 0.8971 0.6276
C 0.0338 -1.3267 -0.8070
N 0.8768 -1.2007 -1.8138
S 0.0358 2.8122 1.9225
H -2.4012 -1.3600 0.6038
H -1.9059 0.0608 1.7172
H 1.2874 0.7399 1.2409
H 1.0212 1.3484 -0.2008
H -0.5459 -2.1796 -0.9157
H 0.7007 3.4267 0.9242
H 1.4348 -0.3458 -1.9267
H 1.1117 -1.9765 -2.3498


Which of them is the most stable, and which is the least stable? #Q and #P, in that order.


#P
14
Properties=species:S:1:pos:R:3 method="wB97M-V/def2-TZVPD" charge=+1 orbital_gap_ha=0.233
C -0.6011 -0.5211 1.2308
C 0.7944 -0.5319 1.7086
C 1.1879 0.4512 2.8084
C -0.4818 -2.2525 -4.1190
N 0.1840 0.1405 0.4526
S -1.0092 -1.1446 -3.0507
H -1.7246 -0.5747 1.3935
H 1.5294 -1.3663 1.5901
H 2.1933 0.3758 3.0550
H 0.5808 0.2518 3.7257
H 0.8880 1.3991 2.3479
H -0.3824 -3.3423 -3.8983
H -0.0802 -1.8382 -5.0471
H 0.1065 0.8974 -0.2182


#Q
14
Properties=species:S:1:pos:R:3 method="wB97M-V/def2-TZVPD" charge=+1 orbital_gap_ha=0.326
C -0.0269 0.9494 0.3951
C 2.1618 -0.2921 0.3235
C 1.2019 -1.0571 -0.5519
C -1.9346 0.9443 -0.2738
N 0.8310 0.1068 0.1506
S -2.7681 -0.3669 0.5825
H 0.0764 1.4740 1.3751
H 2.4128 -0.5739 1.3056
H 2.8753 0.3141 -0.0904
H 1.2602 -1.0963 -1.6822
H 1.0341 -2.0582 -0.0092
H -2.3069 1.8103 0.2112
H -2.0345 0.9811 -1.2943
H -2.7824 -1.1354 -0.4417


Which of them is the most stable, and which is the least stable? #P and #Q, in that order.